(1)
The following is a quantum chemistry calculation of a 4-piece molecular cluster, C28H36BrF17N2O4S3 overall in a non-equilibrium geometry, from the OMol25 dataset.

```
91
Properties=species:S:1:pos:R:3:mulliken_charge:R:1
C 7.985 -0.704 3.728 0.163
C 7.556 -1.440 2.884 -0.830
C 7.013 -2.411 1.924 -0.665
C 6.042 -1.747 0.921 -0.471
C 5.762 -2.732 -0.237 -1.906
C 4.331 -2.618 -0.836 1.517
C 4.422 -3.084 -2.270 0.049
N 4.388 -3.278 -3.401 -0.703
O 3.787 -1.347 -0.788 -0.127
C 4.437 -0.368 -1.607 -0.441
C 3.774 0.972 -1.284 -0.456
C 3.780 1.307 0.222 -1.034
C 3.315 -3.555 -0.076 0.703
Br 3.576 -5.427 -0.627 0.067
C 3.601 -3.561 1.366 -0.184
N 3.863 -3.557 2.483 -0.632
C 1.855 -3.118 -0.256 -1.064
C 1.322 -3.286 -1.683 -0.814
C -0.102 -2.794 -1.864 0.883
F -0.385 -2.852 -3.195 -0.407
F -0.190 -1.491 -1.506 -0.212
C -1.211 -3.646 -1.150 0.471
F -2.243 -3.871 -1.975 -0.295
F -0.658 -4.856 -0.879 -0.335
C -1.747 -3.073 0.204 0.689
F -0.815 -2.336 0.820 -0.225
F -2.016 -4.129 1.009 -0.350
C -3.101 -2.295 0.144 0.568
F -3.337 -1.883 1.415 -0.266
F -4.081 -3.131 -0.209 -0.315
C -3.121 -1.023 -0.731 0.681
F -2.194 -0.174 -0.231 -0.368
F -2.758 -1.319 -1.989 -0.303
C -4.513 -0.292 -0.783 0.514
F -5.067 -0.554 -1.983 -0.308
F -5.361 -0.727 0.157 -0.258
C -4.400 1.262 -0.691 0.559
F -5.630 1.726 -1.006 -0.299
F -3.548 1.711 -1.609 -0.275
C -4.042 1.812 0.741 0.771
F -3.766 0.837 1.595 -0.229
F -2.962 2.602 0.647 -0.297
F -5.042 2.539 1.218 -0.219
H 8.349 -0.056 4.487 0.431
H 6.519 -3.217 2.464 0.361
H 7.850 -2.815 1.349 0.367
H 6.566 -0.881 0.521 0.492
H 5.137 -1.437 1.435 0.334
H 5.956 -3.754 0.089 0.623
H 6.463 -2.509 -1.042 0.538
H 5.506 -0.289 -1.397 0.211
H 4.284 -0.565 -2.666 0.169
H 2.728 0.873 -1.593 0.144
H 4.219 1.751 -1.889 0.552
H 4.690 0.945 0.697 0.194
H 3.700 2.387 0.346 0.392
H 2.902 0.876 0.701 0.230
H 1.254 -3.710 0.436 0.747
H 1.756 -2.071 0.021 0.253
H 1.906 -2.644 -2.347 0.171
H 1.435 -4.295 -2.068 0.439
C 4.933 2.592 -6.473 -1.043
S 3.913 1.614 -5.363 0.504
O 4.705 1.409 -4.118 -0.553
C 4.020 0.083 -6.297 -0.965
H 5.033 3.586 -6.043 0.329
H 5.915 2.129 -6.568 0.314
H 4.445 2.661 -7.445 0.406
H 5.066 -0.207 -6.402 0.310
H 3.559 0.223 -7.274 0.437
H 3.481 -0.685 -5.745 0.261
C -5.672 7.247 2.522 -0.935
S -6.032 6.323 4.023 0.557
O -5.187 6.902 5.101 -0.657
C -5.252 4.795 3.495 -0.865
H -6.058 8.255 2.653 0.327
H -4.593 7.283 2.364 0.291
H -6.169 6.770 1.677 0.334
H -4.202 4.978 3.261 0.415
H -5.781 4.407 2.628 0.240
H -5.330 4.083 4.314 0.298
C -7.760 0.699 3.094 -0.833
S -8.880 1.960 3.722 0.435
O -8.429 3.255 3.151 -0.560
C -8.289 1.904 5.418 -0.893
H -7.931 0.606 2.023 0.296
H -6.729 1.002 3.279 0.170
H -7.974 -0.252 3.582 0.444
H -7.221 2.122 5.441 0.233
H -8.488 0.919 5.840 0.375
H -8.830 2.660 5.984 0.332
```

HOMO-LUMO gap	8.68	eV
E_HOMO	-8.59	eV
spin multiplicity	1

=====

(2)
The following is a quantum chemistry calculation of C19H43InOP3S2 as an isolated structure in a non-equilibrium geometry, from the OMol25 dataset.

```
69
Properties=species:S:1:pos:R:3:mulliken_charge:R:1
In 0.439 -0.787 0.262 1.469
P -0.688 1.913 1.931 0.557
P -2.058 -0.901 -0.149 0.819
P 2.566 0.877 0.354 0.862
H 0.548 -2.437 -2.759 0.174
C 1.487 -1.967 -2.458 -0.865
C 1.676 -2.005 -0.972 -1.367
H 1.412 -3.016 -0.592 0.607
C -0.910 3.514 1.045 -1.418
C -2.250 1.959 2.908 -1.588
C 0.444 2.490 3.265 -1.189
C -2.431 -2.339 -1.206 -0.965
C -3.056 -1.140 1.363 -1.113
C -2.765 0.545 -1.009 -0.370
C 3.958 0.367 -0.724 -1.493
C 3.338 0.797 2.016 -1.151
C 2.430 2.661 -0.002 -1.323
H 2.307 -2.525 -2.944 0.557
H 2.731 -1.894 -0.719 0.467
H -1.293 4.266 1.749 0.414
H -1.634 3.387 0.229 0.358
H 0.043 3.855 0.622 0.358
H -2.342 2.941 3.392 0.555
H -2.227 1.181 3.683 0.388
H -3.119 1.803 2.259 0.426
H -0.135 3.065 4.002 0.495
H 1.245 3.124 2.865 0.429
H 0.890 1.619 3.764 0.234
H -3.363 -2.809 -0.858 0.514
H -1.608 -3.066 -1.126 0.348
H -2.535 -2.032 -2.255 0.076
H -4.120 -1.161 1.078 0.502
H -2.881 -0.327 2.084 0.065
H -2.781 -2.095 1.835 0.419
H -3.863 0.510 -0.925 0.490
H -2.468 0.519 -2.067 0.013
H -2.390 1.476 -0.560 -0.186
H 4.871 0.839 -0.336 0.537
H 3.772 0.687 -1.758 0.400
H 4.102 -0.718 -0.724 0.463
H 4.427 0.747 1.884 0.473
H 2.998 -0.113 2.530 0.093
H 3.079 1.676 2.621 0.381
H 3.346 2.984 -0.513 0.522
H 2.302 3.251 0.913 0.399
H 1.579 2.836 -0.673 0.278
C 0.207 -0.377 -4.466 0.443
C 0.082 0.946 -5.172 -1.037
C -1.322 1.462 -5.122 -0.508
C -2.362 0.574 -5.074 -0.444
C -2.144 -0.800 -4.791 -0.163
C -0.857 -1.266 -4.505 -0.562
S 1.719 -0.455 -3.722 0.006
H 0.868 1.526 -4.645 0.512
H 0.394 0.822 -6.237 0.356
H -1.473 2.537 -5.255 0.492
H -3.387 0.919 -5.244 0.449
H -2.994 -1.484 -4.768 0.512
H -0.693 -2.317 -4.278 0.765
C 0.878 -4.024 3.746 -1.161
S 0.102 -2.496 3.195 0.633
C 0.424 -1.454 4.629 -0.859
O 1.081 -1.928 2.130 -0.676
H 0.402 -4.273 4.700 0.476
H 1.961 -3.902 3.846 0.348
H 0.644 -4.793 3.002 0.380
H 1.501 -1.271 4.732 0.360
H -0.122 -0.513 4.483 0.045
H 0.016 -1.996 5.491 0.518
```

HOMO-LUMO gap	6.30	eV
E_HOMO	-16.46	eV
total charge	+3
spin multiplicity	1

=====

(3)
The following is a quantum chemistry calculation of a 2-piece molecular cluster, C4H3Cl3SSi overall in a non-equilibrium geometry, from the OMol25 dataset.

```
12
Properties=species:S:1:pos:R:3:mulliken_charge:R:1
C -1.783 1.945 -0.214 -0.460
C -1.388 0.745 -0.907 -0.522
C -0.845 2.216 0.802 -0.412
C -0.397 0.080 -0.148 0.188
Si 2.026 -2.734 -0.029 0.577
S 0.359 1.062 0.968 -0.012
Cl 3.612 -1.584 -0.746 -0.196
Cl 1.880 -2.947 1.956 -0.158
Cl 1.911 -4.569 -0.875 -0.176
H -2.440 2.594 -0.634 0.430
H -2.063 0.204 -1.618 0.298
H -0.871 2.988 1.447 0.445
```

HOMO-LUMO gap (spin up / spin down)	7.06 / 7.73	eV
E_HOMO (spin up / spin down)	-8.32 / -9.11	eV
spin multiplicity	1

=====

(4)
The following is a quantum chemistry calculation of a 4-piece molecular cluster, C26H49FN3O15P3 overall in a non-equilibrium geometry, from the OMol25 dataset.

```
97
Properties=species:S:1:pos:R:3:mulliken_charge:R:1
C 6.001 -4.189 -3.162 -0.728
C 5.514 -2.920 -4.083 -0.430
C 3.926 -3.029 -4.486 -0.545
N 2.970 -2.954 -3.311 -0.225
N 2.108 -1.891 -3.545 0.139
C 2.236 -0.680 -2.624 0.225
O 3.282 -0.201 -1.941 -0.565
C 0.718 -0.061 -2.612 -0.101
C 0.108 1.382 -2.132 0.111
F 1.004 2.435 -1.583 -0.282
C -1.548 1.561 -2.287 -0.490
C -2.532 0.339 -2.866 -0.421
C -1.885 -1.095 -3.326 0.684
C -2.698 -2.408 -3.875 -0.221
C -4.202 -2.094 -4.465 -0.685
N -5.095 -3.231 -4.023 0.327
C -6.022 -2.855 -2.891 -0.396
C -5.453 -3.677 -1.549 -0.959
C -5.798 -3.917 -5.169 0.284
C -7.279 -3.564 -5.774 -0.942
O -5.124 -4.932 -5.771 -0.564
C -0.228 -1.268 -3.192 -0.056
C 0.723 -2.549 -3.571 0.309
O 0.370 -3.809 -3.846 -0.541
H 6.312 -5.142 -3.794 0.242
H 6.992 -3.836 -2.603 0.212
H 5.164 -4.557 -2.402 0.216
H 5.673 -1.867 -3.582 0.255
H 6.151 -2.915 -5.089 0.307
H 3.691 -2.111 -5.201 0.280
H 3.760 -4.003 -5.146 0.255
H 3.461 -2.805 -2.400 0.279
H -1.991 2.616 -1.955 0.351
H -3.688 0.508 -2.936 0.228
H -2.010 -2.941 -4.663 0.346
H -2.859 -3.118 -2.930 0.204
H -4.098 -2.139 -5.653 0.317
H -4.609 -1.026 -4.209 0.319
H -7.132 -3.202 -3.014 0.396
H -5.915 -1.706 -2.598 0.156
H -5.002 -4.730 -1.839 0.255
H -6.379 -3.882 -0.863 0.346
H -4.697 -3.012 -0.931 0.223
H -8.038 -4.328 -5.257 0.292
H -7.336 -3.808 -6.927 0.312
H -7.620 -2.475 -5.516 0.280
C -4.305 2.223 0.661 -0.564
O -4.144 2.083 2.066 -0.466
P -4.358 3.471 3.076 0.986
O -5.417 4.055 2.133 -0.582
O -2.862 3.989 2.587 -0.364
C -1.771 3.080 2.615 -0.619
O -4.573 4.859 4.086 -0.298
C -3.576 5.856 4.177 -0.289
H -3.863 1.347 0.179 0.208
H -5.369 2.254 0.404 0.320
H -3.796 3.116 0.289 0.291
H -1.567 2.735 1.592 0.143
H -1.968 2.222 3.266 0.359
H -0.893 3.612 2.992 0.294
H -3.372 6.294 3.197 0.277
H -2.666 5.441 4.621 0.239
H -3.943 6.649 4.834 0.067
C 9.716 -8.294 -2.958 -0.599
O 8.553 -8.653 -2.225 -0.438
P 7.901 -7.527 -1.085 1.029
O 8.354 -6.331 -1.932 -0.548
O 9.127 -7.947 -0.053 -0.349
C 9.400 -9.321 0.175 -0.717
O 7.249 -6.400 0.055 -0.278
C 7.855 -6.205 1.315 -0.529
H 10.136 -9.204 -3.396 0.240
H 9.453 -7.612 -3.773 0.241
H 10.471 -7.843 -2.310 0.321
H 10.294 -9.608 -0.396 0.222
H 8.557 -9.960 -0.107 0.368
H 9.602 -9.458 1.242 0.284
H 8.889 -5.870 1.203 0.255
H 7.800 -7.123 1.908 0.241
H 7.301 -5.425 1.845 0.265
C -0.557 11.751 6.901 -0.594
O -0.844 10.920 8.019 -0.439
P -1.816 9.509 7.785 1.006
O -1.275 9.310 6.364 -0.570
O -3.142 10.501 7.719 -0.335
C -3.315 11.494 8.719 -0.711
O -2.789 8.097 7.552 -0.288
C -4.189 8.194 7.398 -0.567
H -0.193 12.711 7.276 0.240
H 0.231 11.301 6.289 0.237
H -1.453 11.932 6.301 0.323
H -3.035 12.472 8.304 0.225
H -2.720 11.283 9.614 0.358
H -4.372 11.517 8.999 0.295
H -4.445 8.814 6.535 0.261
H -4.645 8.584 8.313 0.278
H -4.585 7.189 7.224 0.274
```

SMILES string	CCCNN1C(=O)c2c(F)ccc(CCN(CC)C(C)=O)c2C1=O.COP(=O)(OC)OC.COP(=O)(OC)OC.COP(=O)(OC)OC
HOMO-LUMO gap	6.18	eV
E_HOMO	-9.12	eV
spin multiplicity	1

=====

(5)
The following is a quantum chemistry calculation of C3H3BeO2 as an isolated structure in a non-equilibrium geometry, from the OMol25 dataset.

```
9
Properties=species:S:1:pos:R:3:mulliken_spin:R:1
O -0.334 1.181 0.228 0.068
C 0.530 -1.120 -0.361 0.003
C -1.617 0.547 -0.072 0.014
C -0.434 -0.251 -0.088 0.012
H 2.119 -1.357 0.356 0.003
H -2.067 0.887 -1.010 0.003
H -2.293 0.526 0.787 0.004
O 1.777 -0.488 -0.087 -0.004
Be 1.283 1.222 0.111 0.898
```

expectation value of S²	0.75
HOMO-LUMO gap (spin up / spin down)	7.32 / 8.26	eV
E_HOMO (spin up / spin down)	-6.75 / -8.53	eV
spin multiplicity	2

=====

What is the formula in the fifth record? C3H3BeO2

=====

Look up the spin multiplicity of the first one. 1